Entry from the Open Molecules 2025 dataset: C54H72N4O10 in the gas phase (ωB97M-V/def2-TZVPD).

Structure (XYZ):
```
140
Properties=species:S:1:pos:R:3:forces:R:3
O -3.9115 -4.2188 0.0832 0.1 0.2 0.1
O -3.0170 -7.5417 -0.8896 -0.1 0.0 0.0
O -3.7263 4.8502 0.8123 -0.1 -0.2 0.1
O -3.5344 -2.8002 2.6594 0.2 -0.2 -0.1
O -4.1541 -0.9395 1.5785 -0.1 0.0 0.0
O -2.4358 -6.2491 0.8488 -0.2 0.3 0.2
O 1.9297 -2.4406 -2.3557 0.0 -0.5 -0.2
O -2.2897 0.1779 4.3892 0.2 -0.4 0.1
O 2.1075 0.7717 0.7495 0.1 0.5 0.0
O -2.6462 6.1594 2.2728 -0.2 0.0 -0.2
N -3.2922 1.4383 2.8272 -0.4 0.1 -0.2
N -1.7006 2.3812 4.2335 -0.1 -0.2 0.0
N 1.5863 -1.4101 0.7635 -0.3 0.1 -0.2
N 2.6648 -0.3805 -1.8036 0.3 0.4 0.0
C -1.2669 1.5301 -1.7547 0.2 0.0 0.0
C 4.7027 2.2916 -5.4693 0.1 -0.2 0.1
C -0.9060 -0.1512 -3.6189 0.4 0.0 0.0
C -0.7452 2.1723 5.3057 0.5 -0.1 0.3
C 0.7032 2.1172 4.8088 -0.3 -0.2 -0.1
C 3.2347 -3.2601 0.8205 -0.3 -0.2 0.2
C -1.2590 8.2027 -1.4713 0.0 0.1 0.0
C -4.3132 -2.4063 3.7864 -0.3 0.3 0.3
C -1.8646 5.5109 -1.2593 -0.1 0.0 0.0
C -3.1358 -6.5360 -0.2420 -0.1 0.1 -0.1
C -2.5729 2.2118 0.6336 0.0 0.0 -0.1
C -0.5597 1.2281 -3.0508 -0.4 0.1 -0.1
C 2.4494 0.8227 3.5346 -0.2 -0.1 -0.1
C 4.7904 1.0222 -4.6310 -0.2 0.2 0.1
C 4.8484 -5.2002 0.9029 -0.3 -0.3 0.0
C -2.4144 1.2498 3.8191 -0.3 0.1 0.1
C -0.1167 -0.4123 -4.8978 -0.3 0.0 -0.1
C -1.2039 2.3921 0.5020 -0.1 0.0 0.1
C 2.1271 -0.3077 1.3307 0.1 -0.3 0.2
C -3.5091 -1.9610 1.6380 0.1 0.0 -0.1
C -0.6187 -3.1936 -1.2300 0.0 0.1 0.0
C 1.8321 -2.7712 1.1927 0.5 -0.3 0.2
C -2.9967 5.0482 1.9338 0.2 0.6 0.3
C -0.1113 2.0529 -5.3847 -0.3 0.0 -0.1
C -2.7443 -3.5581 -0.1552 0.2 0.3 0.0
C -2.6357 1.3371 -1.6085 0.0 0.0 0.0
C -0.5633 2.0624 -0.6797 0.0 0.0 -0.1
C -0.8907 2.3013 -4.0971 0.4 0.0 0.0
C 3.6777 0.9600 -3.5885 0.3 -0.3 0.0
C -0.4118 0.6633 -5.9394 0.3 0.0 0.1
C -2.7192 6.4553 -0.7054 0.0 -0.1 0.1
C -3.9635 6.0041 0.0154 -0.1 0.4 -0.1
C 0.9736 0.9070 3.9187 0.3 0.2 0.1
C 3.7405 -0.3251 -2.7662 0.0 0.0 -0.2
C 1.8526 -1.4417 -1.6672 -0.3 0.4 0.3
C -2.4087 7.8031 -0.8132 -0.1 -0.1 0.0
C -0.4022 -2.0469 -0.4798 0.0 -0.1 -0.2
C 2.7473 -0.4297 2.7080 0.0 0.3 0.1
C -0.4043 7.2584 -2.0136 0.1 0.1 0.0
C -1.3885 -1.6433 0.4154 -0.1 -0.2 -0.2
C -4.1414 -5.4346 -0.5761 0.0 -0.2 -0.1
C -2.7239 3.7776 2.6009 -0.1 -0.5 0.1
C -1.3941 4.7996 4.4598 0.0 0.2 -0.1
C -1.9584 3.6328 3.7143 -0.3 0.5 -0.5
C 3.4584 -4.6964 1.2855 0.3 0.3 -0.2
C 5.1157 -6.9330 2.7544 0.0 -0.1 -0.2
C 0.8640 -1.2278 -0.5056 -0.1 0.1 -0.1
C 5.0765 -6.6708 1.2533 0.1 0.2 0.1
C -3.3044 2.5647 1.9158 0.1 0.1 -0.1
C -1.4617 -7.2037 1.2475 0.2 -0.4 0.0
C -0.7080 5.9124 -1.9024 0.0 -0.1 0.0
C -1.7832 -3.9307 -1.0864 -0.3 -0.1 0.1
C -3.2787 1.6702 -0.4322 0.1 0.1 0.1
C -2.5336 -2.3954 0.5961 -0.1 -0.2 -0.1
H -1.6414 5.7167 3.9369 0.1 -0.1 0.1
H -0.0403 5.1702 -2.3152 0.1 -0.1 0.0
H 2.7041 -5.3415 0.8296 -0.1 -0.1 0.0
H 1.3539 2.0723 5.6855 0.1 0.1 0.0
H 3.8282 -0.5271 2.5767 0.0 -0.1 0.0
H -1.9722 -0.2019 -3.8454 -0.1 0.0 0.0
H 0.6740 -0.0017 4.4460 -0.1 -0.1 0.0
H -1.8262 4.8400 5.4595 0.0 0.0 0.1
H 3.6363 -1.2013 -3.4112 0.1 0.1 0.1
H 3.3503 -3.2075 -0.2632 0.1 0.1 0.0
H -4.3681 -3.2750 4.4366 0.0 0.0 -0.1
H 4.2880 -7.2750 0.7993 0.0 -0.1 -0.1
H -0.6508 3.2900 -3.7001 -0.1 0.0 0.0
H -1.9622 2.2815 -4.3070 -0.1 0.0 0.0
H 3.0610 0.8063 4.4396 0.0 0.0 0.0
H 4.9788 -5.0726 -0.1741 0.0 0.1 0.0
H -1.9139 -4.8123 -1.6950 0.0 -0.1 -0.1
H 4.7774 3.1735 -4.8367 0.0 0.1 0.0
H 2.7100 1.0133 -4.0911 -0.1 0.0 0.0
H -1.9130 -8.1940 1.3315 0.1 0.1 0.0
H 2.7239 1.7026 2.9504 0.1 0.0 0.1
H 0.9515 3.0250 4.2556 0.1 0.1 0.0
H -5.3108 -2.0968 3.4694 0.1 -0.1 0.0
H 2.5901 0.3752 -1.1298 -0.1 -0.1 0.1
H 3.7554 2.3323 -6.0026 -0.1 0.1 -0.1
H 5.3613 -7.9744 2.9486 0.0 -0.1 0.1
H -3.8148 -1.5753 4.2931 -0.1 -0.1 -0.1
H 1.0932 -3.4072 0.7022 0.0 0.0 0.1
H -0.6854 -0.9243 -2.8813 -0.1 0.0 0.0
H 1.6741 -2.8624 2.2705 -0.1 0.0 -0.1
H -0.8563 2.9494 6.0635 -0.1 -0.1 -0.1
H 0.4986 7.5711 -2.5176 0.1 0.0 0.0
H -0.6311 2.8116 1.3165 0.1 0.1 0.1
H -4.3429 1.5146 -0.3389 -0.2 0.0 0.0
H -5.1271 -5.7684 -0.2357 0.2 0.0 -0.1
H -4.3467 6.8136 0.6466 0.0 -0.1 -0.2
H 3.9860 -2.6083 1.2711 0.1 0.1 0.0
H 4.7057 -0.3865 -2.2481 0.0 -0.1 -0.1
H -3.0649 8.5404 -0.3746 -0.1 0.1 0.1
H 3.7551 1.8196 -2.9178 -0.1 0.1 0.0
H -1.0856 -6.8665 2.2095 0.0 0.0 -0.1
H 0.9590 2.1406 -5.1815 0.1 0.0 0.0
H -0.3704 2.8129 -6.1254 0.1 0.0 0.0
H -0.6543 -7.2448 0.5135 0.0 0.0 0.1
H 5.5077 2.3240 -6.1993 0.0 0.1 -0.1
H 0.5683 -0.1710 -0.5228 0.1 -0.3 0.0
H -2.1037 4.4613 -1.1721 0.0 -0.2 0.0
H 0.9506 -0.4254 -4.6687 0.1 0.0 0.0
H -0.3770 -1.3954 -5.2947 0.1 0.0 0.0
H 0.5007 2.2334 -0.7601 0.1 0.0 0.0
H -4.7339 5.6944 -0.6974 0.1 0.0 0.1
H 5.6048 -4.5901 1.4023 0.1 0.1 0.0
H -1.2515 -0.7469 1.0023 0.0 0.2 0.1
H -1.0243 9.2541 -1.5514 0.0 0.1 0.0
H 5.8702 -6.3096 3.2296 0.1 0.1 0.1
H 2.3850 -1.3081 3.2372 0.1 -0.1 0.0
H 4.7199 0.1498 -5.2841 0.1 -0.1 0.0
H 4.1539 -6.7220 3.2146 -0.1 0.0 0.1
H -3.7584 0.6023 2.4834 0.2 0.0 0.2
H -3.2144 0.9310 -2.4240 -0.1 -0.1 -0.1
H -4.1786 -5.3162 -1.6674 0.1 -0.1 0.2
H 5.7598 0.9828 -4.1290 0.1 -0.1 0.0
H 0.5203 1.2577 -2.8652 0.0 0.0 0.0
H -1.0018 1.2094 5.7554 0.0 0.3 0.0
H 6.0266 -6.9872 0.8169 0.0 -0.1 -0.1
H 0.3696 0.9751 3.0115 -0.1 0.0 -0.1
H 3.3312 -4.7448 2.3685 -0.1 -0.1 0.1
H -1.4663 0.6107 -6.2211 -0.1 0.0 -0.1
H 0.1289 -3.5146 -1.9380 0.0 0.0 0.0
H 0.1822 0.4855 -6.8387 -0.1 0.0 -0.1
H -0.3140 4.7304 4.5550 0.1 0.0 0.1
H -4.3547 2.7584 1.6612 0.2 0.0 0.0
```
Positions in Å, forces in eV/Å.

Properties
* lowest unoccupied orbital energy: 0.0211 hartree
* strongest force on any atom: 0.8 eV/A
* Kohn-Sham gap: 8.873 eV
* E_HOMO: -8.30 eV

Löwdin atomic charge list, values in e, 6 entries: number 1, O, carries -0.005; number 2, O, carries 0.122; number 3, O, carries -0.012; number 4, O, carries 0.009; number 5, O, carries 0.100; number 6, O, carries -0.023